{
  "formula": "C21H25N2O4",
  "method": "ωB97M-V/def2-TZVPD",
  "species": ["C", "O", "C", "C", "C", "C", "C", "O", "C", "C", "C", "H", "H", "H", "H", "H", "H", "H", "H", "H", "H", "H", "C", "O", "C", "C", "N", "C", "N", "C", "C", "C", "C", "O", "C", "C", "C", "C", "H", "H", "H", "H", "H", "H", "H", "H", "H", "H", "H", "H", "H", "H"],
  "coordinates": [[0.37139, 0.00408, -5.65804], [0.34615, -1.05259, -4.66716], [0.88561, -0.83716, -3.43677], [0.86338, -1.92411, -2.50930], [1.38892, -1.75083, -1.24987], [1.91107, -0.50373, -0.84928], [2.26875, -0.29059, 0.51645], [3.13498, 0.64733, 0.82168], [3.84093, 0.48098, 2.07212], [2.05116, 0.51236, -1.80965], [1.52535, 0.37141, -3.07056], [-0.14950, -0.43051, -6.51589], [-0.15898, 0.90683, -5.32067], [1.39934, 0.26714, -5.94440], [0.47019, -2.88708, -2.82890], [1.36850, -2.54574, -0.50335], [2.03671, -1.03214, 1.28602], [4.45541, 1.38129, 2.19462], [3.10390, 0.37911, 2.88865], [4.44581, -0.42113, 1.97663], [2.50020, 1.44506, -1.48780], [1.63864, 1.17156, -3.80108], [0.33090, -2.31548, 3.23033], [-0.12328, -1.25712, 2.37213], [-1.05777, -1.42879, 1.39605], [-1.58738, -0.23401, 0.93017], [-1.01841, 0.96971, 1.40614], [0.36134, 1.19266, 1.43381], [0.41658, 2.39974, 2.09891], [1.59667, 3.11347, 2.44491], [-0.83627, 2.89496, 2.41777], [-1.74206, 2.00650, 1.99036], [-2.73351, -0.22474, 0.11542], [-3.19208, 1.01343, -0.18540], [-4.19010, 1.23310, -1.20024], [-3.28812, -1.43971, -0.30458], [-2.68286, -2.62865, 0.08363], [-1.56831, -2.65174, 0.93549], [0.95619, -1.81224, 3.98034], [-0.50452, -2.82022, 3.73300], [0.94434, -3.03452, 2.66743], [2.48532, 2.53630, 2.20335], [1.64764, 4.06723, 1.90403], [1.59090, 3.33971, 3.51756], [-0.98894, 3.82985, 2.92827], [-2.81602, 2.00953, 2.05435], [-4.25567, 2.32570, -1.27692], [-3.86981, 0.80542, -2.16399], [-5.16281, 0.81782, -0.89506], [-4.18428, -1.43691, -0.93446], [-3.09423, -3.56653, -0.25814], [-1.13134, -3.59599, 1.27192]],
  "forces_ev_per_a": [[-0.03, -0.22, 0.08], [0.40, 0.46, 0.97], [0.21, -0.32, -0.24], [0.13, 0.35, -0.67], [-0.54, 0.27, 0.43], [0.02, -0.02, -0.05], [0.30, 1.04, 0.09], [-0.04, -0.81, -0.51], [-0.43, 0.03, 0.16], [-0.31, 0.18, 0.47], [-0.03, -0.23, -0.51], [0.16, 0.19, 0.20], [0.11, -0.35, 0.05], [-0.23, -0.17, 0.15], [0.00, 0.28, 0.05], [-0.14, 0.02, -0.34], [0.00, 0.13, -0.25], [-0.17, -0.44, 0.01], [0.35, 0.09, -0.25], [0.13, 0.19, 0.23], [0.00, 0.00, -0.21], [-0.11, -0.19, 0.27], [-0.19, 0.18, -0.41], [0.49, -0.52, 0.23], [-0.36, -0.74, 0.43], [-0.51, 0.09, -0.23], [1.09, 0.47, -0.16], [-1.51, 0.89, 0.77], [-0.65, -1.33, -0.91], [0.88, 0.82, 0.24], [-0.08, 0.07, 0.12], [0.26, -0.44, -0.09], [0.38, -0.13, -0.17], [-0.24, 0.05, -0.30], [0.22, -0.22, 0.24], [-0.15, 0.40, -0.21], [0.49, 0.12, 0.35], [-0.02, 0.20, 0.07], [-0.23, -0.22, -0.24], [0.17, 0.06, -0.20], [-0.21, 0.02, 0.18], [-0.21, 0.07, 0.01], [0.02, -0.20, 0.08], [0.09, -0.08, -0.18], [0.13, 0.02, 0.01], [0.10, -0.05, -0.05], [-0.07, -0.42, -0.04], [-0.12, 0.10, 0.33], [0.30, 0.10, -0.13], [0.43, -0.08, 0.26], [-0.04, -0.06, -0.02], [-0.24, 0.34, -0.11]],
  "e_lumo_ev": -3.76,
  "e_tot_ev": -33343.3628,
  "charge": 1,
  "e_homo_ha": -0.4050,
  "spin_multiplicity": 1,
  "relative_energy_kj_mol": 151.16
}

{
  "formula": "C21H25N3O2",
  "method": "ωB97M-V/def2-TZVPD",
  "species": ["C", "C", "C", "C", "O", "N", "C", "C", "N", "C", "C", "C", "C", "N", "C", "O", "C", "C", "C", "C", "C", "C", "C", "C", "C", "C", "H", "H", "H", "H", "H", "H", "H", "H", "H", "H", "H", "H", "H", "H", "H", "H", "H", "H", "H", "H", "H", "H", "H", "H", "H"],
  "coordinates": [[5.19672, -3.42039, -1.09600], [5.87621, -2.71492, 0.07068], [4.99552, -1.61497, 0.66245], [4.91270, -0.40292, -0.24748], [5.52984, -0.30785, -1.29076], [4.11013, 0.60217, 0.19227], [3.35127, 0.56616, 1.42644], [2.48950, 1.83034, 1.52156], [1.70773, 2.01034, 0.32682], [0.39845, 1.57524, 0.22833], [-0.34674, 1.89503, -0.91434], [-1.66626, 1.51729, -1.03476], [-2.30479, 0.80930, -0.01980], [-3.65141, 0.46960, -0.19507], [-4.46359, -0.26291, 0.61763], [-4.11100, -0.79294, 1.65305], [-5.86358, -0.38490, 0.10769], [-6.51035, 0.63997, -0.57701], [-7.81748, 0.47490, -0.99944], [-8.48780, -0.71083, -0.74816], [-7.85454, -1.72904, -0.05433], [-6.55274, -1.56329, 0.37897], [-1.57796, 0.48697, 1.12051], [-0.25396, 0.85868, 1.23656], [2.50589, 2.11337, -0.88599], [3.97765, 1.80239, -0.60712], [4.25929, -3.87488, -0.77950], [4.99129, -2.70710, -1.88909], [5.84070, -4.20119, -1.49319], [6.80902, -2.26800, -0.27583], [6.11163, -3.44044, 0.85281], [5.40131, -1.28907, 1.62411], [3.98982, -2.00360, 0.83881], [2.69333, -0.31122, 1.43450], [4.02147, 0.50259, 2.29334], [3.13104, 2.70846, 1.65142], [1.83789, 1.77639, 2.39166], [0.10435, 2.46439, -1.71097], [-2.21363, 1.78329, -1.92923], [-4.05102, 0.79321, -1.06497], [-6.01271, 1.58380, -0.75415], [-8.31659, 1.27690, -1.52355], [-9.50647, -0.83585, -1.08436], [-8.37875, -2.65014, 0.15269], [-6.04651, -2.33985, 0.93229], [-2.05219, -0.06741, 1.91253], [0.26737, 0.56543, 2.13402], [2.43376, 3.12416, -1.30973], [2.12736, 1.40074, -1.62728], [4.50389, 1.61789, -1.54591], [4.46491, 2.64470, -0.10314]],
  "forces_ev_per_a": [[0.15, 0.08, 0.10], [-0.18, 0.09, -0.04], [0.37, -0.22, -0.22], [-0.16, -0.03, 0.31], [0.30, -0.16, -0.28], [-0.19, 0.31, -0.17], [-0.17, -0.11, 0.44], [0.13, -0.22, 0.08], [0.29, 0.01, 0.01], [-0.32, 0.02, 0.05], [0.08, -0.05, 0.03], [-0.11, -0.16, 0.16], [0.41, 0.07, 0.17], [-0.28, 0.14, -0.34], [0.01, 0.07, -0.15], [0.06, -0.07, 0.07], [-0.32, -0.07, 0.03], [0.12, -0.08, 0.05], [-0.10, 0.04, -0.09], [-0.05, 0.05, -0.02], [-0.01, -0.03, 0.00], [0.16, 0.06, 0.03], [-0.22, -0.07, 0.00], [0.22, 0.12, -0.10], [0.12, 0.17, -0.17], [0.01, 0.15, -0.26], [-0.10, -0.08, 0.01], [-0.04, 0.01, -0.11], [0.00, -0.11, -0.09], [0.03, -0.04, 0.08], [0.04, 0.05, 0.01], [-0.12, 0.03, 0.05], [-0.04, 0.04, 0.11], [0.05, 0.09, 0.09], [-0.11, -0.01, 0.00], [-0.06, -0.09, 0.12], [0.10, 0.04, -0.02], [0.06, 0.07, -0.07], [-0.05, 0.03, -0.09], [-0.02, -0.16, 0.20], [0.04, 0.06, 0.00], [-0.04, 0.06, -0.03], [-0.08, -0.01, -0.02], [-0.03, -0.08, 0.01], [0.04, -0.05, 0.06], [-0.01, -0.02, 0.02], [0.07, -0.01, 0.07], [0.04, -0.10, -0.12], [0.03, 0.06, 0.02], [-0.10, 0.14, 0.16], [-0.01, -0.04, -0.10]],
  "e_lumo_ev": 0.65,
  "e_tot_ev": -30749.1194,
  "charge": 0,
  "e_homo_ha": -0.2728,
  "spin_multiplicity": 1,
  "smiles": "CCCC(=O)N1CCN(c2ccc(NC(=O)c3ccccc3)cc2)CC1",
  "relative_energy_kj_mol": 115.14
}

{
  "formula": "C21H25N3O2ReSbSe4",
  "method": "ωB97M-V/def2-TZVPD",
  "species": ["Re", "C", "N", "C", "C", "C", "N", "C", "C", "C", "C", "C", "C", "C", "O", "C", "C", "C", "N", "C", "C", "C", "C", "C", "C", "C", "O", "H", "H", "H", "H", "H", "H", "H", "H", "H", "H", "H", "H", "H", "H", "H", "H", "H", "H", "H", "H", "H", "H", "H", "H", "H", "Se", "Sb", "Se", "Se", "Se"],
  "coordinates": [[-0.36449, -0.28261, 0.24097], [2.84353, 0.40612, -0.89056], [1.44574, 0.64210, -1.29180], [1.21522, 2.11148, -1.30885], [1.49723, 2.84719, 0.00796], [0.87375, 2.27294, 1.29261], [-0.45153, 1.72483, 0.96804], [-1.45636, 2.51551, 1.10348], [-2.69768, 2.44426, 0.38353], [-3.83717, 3.06657, 0.92573], [-4.99276, 3.20856, 0.20214], [-4.98845, 2.76309, -1.13511], [-3.87880, 2.19983, -1.70741], [-2.67166, 1.98955, -0.97171], [-1.63777, 1.47226, -1.52037], [1.28436, 0.07623, -2.67250], [0.04579, -0.77172, -2.87959], [0.11265, -2.12025, -2.17166], [0.44057, -1.96374, -0.73906], [1.10002, -2.91361, -0.18115], [1.70769, -2.87308, 1.12453], [2.18348, -4.06912, 1.68610], [2.89906, -4.07335, 2.85798], [3.17663, -2.83826, 3.46941], [2.73522, -1.65506, 2.93069], [1.96378, -1.63483, 1.74358], [1.55895, -0.49978, 1.25460], [3.50494, 0.90141, -1.61583], [3.04584, -0.66294, -0.88588], [3.03840, 0.77565, 0.10681], [0.18000, 2.26374, -1.59635], [1.86355, 2.54844, -2.08042], [1.10247, 3.85400, -0.15580], [2.57017, 2.96489, 0.17905], [0.78372, 3.06756, 2.03770], [1.47833, 1.47694, 1.70860], [-1.29592, 3.39256, 1.73997], [-3.79287, 3.42651, 1.94972], [-5.87659, 3.65410, 0.63740], [-5.89062, 2.86725, -1.72951], [-3.88946, 1.85756, -2.73521], [2.16856, -0.53508, -2.86925], [1.31363, 0.90240, -3.38758], [-0.05916, -0.96720, -3.95122], [-0.83889, -0.21240, -2.57801], [0.88584, -2.74422, -2.63135], [-0.84655, -2.63173, -2.24658], [1.28805, -3.80331, -0.78068], [1.94499, -4.99927, 1.18240], [3.23536, -4.99973, 3.30393], [3.74167, -2.81707, 4.39478], [2.93287, -0.70572, 3.41256], [-4.82116, -2.88948, 2.31328], [-2.68785, -2.87920, 1.24055], [-2.49784, -1.08918, -0.57195], [-1.09980, -1.15186, 2.32372], [-1.58865, -4.90971, 0.56357]],
  "forces_ev_per_a": [[1.35, 0.41, 0.15], [-0.09, -0.10, -0.11], [-0.19, 0.15, -0.08], [0.14, -0.15, 0.05], [0.05, 0.05, 0.03], [-0.31, -0.07, -0.15], [0.40, -0.11, 0.12], [-0.23, 0.12, -0.17], [0.19, 0.09, 0.34], [-0.06, 0.01, 0.00], [0.12, -0.06, -0.11], [-0.06, 0.00, 0.01], [0.04, -0.02, 0.02], [-0.09, 0.06, -0.10], [-0.04, -0.19, 0.05], [0.13, 0.10, 0.15], [-0.05, -0.07, -0.05], [0.14, 0.01, 0.14], [-0.35, 0.03, -0.21], [0.14, -0.12, 0.09], [-0.11, -0.19, -0.24], [-0.01, -0.05, -0.01], [-0.02, 0.22, 0.00], [0.02, -0.13, 0.04], [-0.05, 0.03, -0.11], [0.16, 0.09, 0.23], [-0.33, 0.10, 0.04], [0.04, -0.04, 0.05], [0.01, -0.02, 0.01], [0.00, 0.08, 0.03], [-0.04, 0.01, -0.04], [0.04, 0.06, -0.01], [-0.01, 0.04, 0.05], [0.02, -0.02, -0.05], [-0.07, 0.06, 0.01], [0.09, -0.01, 0.00], [-0.06, 0.04, -0.01], [0.02, -0.03, -0.02], [0.00, 0.00, -0.01], [0.02, 0.00, 0.01], [-0.01, 0.01, 0.01], [0.00, -0.02, -0.05], [-0.09, 0.01, -0.04], [0.01, -0.01, 0.00], [-0.02, 0.02, -0.03], [0.00, -0.02, -0.01], [-0.06, -0.03, 0.02], [0.05, -0.02, 0.03], [-0.01, 0.01, 0.00], [0.00, 0.02, -0.02], [-0.01, 0.00, -0.01], [0.01, -0.01, 0.02], [0.04, -0.06, 0.00], [-0.17, 0.24, -0.04], [-0.85, -0.13, -0.46], [0.00, -0.37, 0.45], [0.12, -0.01, -0.01]],
  "s2": 1.25,
  "e_lumo_ev": [1.58, 2.03],
  "e_tot_ev": -300804.3456,
  "charge": -1,
  "e_homo_ha": [-0.1594, -0.1609],
  "spin_multiplicity": 2
}

{
  "formula": "C21H25N3O5S",
  "method": "ωB97M-V/def2-TZVPD",
  "species": ["C", "O", "C", "C", "C", "C", "N", "S", "O", "O", "C", "C", "C", "N", "C", "O", "C", "C", "C", "C", "C", "C", "N", "C", "C", "O", "C", "C", "C", "C", "H", "H", "H", "H", "H", "H", "H", "H", "H", "H", "H", "H", "H", "H", "H", "H", "H", "H", "H", "H", "H", "H", "H", "H", "H"],
  "coordinates": [[1.90209, -1.46652, -6.43689], [0.75821, -2.14407, -5.97837], [0.09944, -1.64334, -4.89230], [-1.06144, -2.32031, -4.51638], [-1.80266, -1.89745, -3.43531], [-1.40240, -0.78728, -2.69093], [-2.13938, -0.40454, -1.57008], [-2.14176, 1.06941, -0.76700], [-1.56954, 2.08489, -1.60699], [-3.49371, 1.23130, -0.32086], [-1.07507, 0.75146, 0.63722], [-0.10060, -0.20842, 0.45827], [0.69630, -0.63351, 1.51603], [1.66930, -1.60438, 1.26370], [2.56253, -2.16389, 2.13713], [2.64055, -1.87253, 3.31197], [3.44679, -3.18200, 1.50014], [4.85879, -3.28675, 2.02340], [3.87457, -4.34927, 2.35627], [0.46528, -0.08270, 2.77621], [-0.49248, 0.89047, 2.94534], [-1.28045, 1.36786, 1.88091], [-2.22814, 2.34125, 2.05256], [-2.35442, 3.47086, 1.15469], [-1.69589, 4.70343, 1.79373], [-2.24266, 5.00019, 3.05946], [-2.10164, 3.90900, 3.94025], [-2.77275, 2.65994, 3.35473], [-0.24516, -0.11498, -3.06209], [0.49640, -0.53486, -4.15499], [1.67255, -0.43392, -6.71864], [2.70064, -1.46930, -5.68732], [2.23520, -2.01396, -7.31729], [-1.36738, -3.17687, -5.09550], [-2.70253, -2.42725, -3.15925], [-3.01493, -0.88435, -1.43998], [0.02597, -0.64613, -0.51943], [1.69846, -1.91969, 0.30424], [3.28523, -3.36338, 0.44513], [5.64424, -3.49800, 1.31424], [5.13108, -2.59522, 2.80575], [3.96049, -5.31545, 1.88347], [3.48522, -4.37210, 3.36238], [1.05699, -0.41288, 3.61365], [-0.61875, 1.31071, 3.93008], [-1.87911, 3.26699, 0.19960], [-3.41781, 3.66271, 0.98290], [-1.86262, 5.58727, 1.17714], [-0.61257, 4.52558, 1.88989], [-2.57826, 4.20822, 4.87540], [-1.03305, 3.71278, 4.12172], [-2.68136, 1.80827, 4.02695], [-3.83740, 2.87769, 3.21068], [0.05721, 0.76427, -2.51781], [1.38239, 0.02075, -4.41783]],
  "forces_ev_per_a": [[0.16, 0.09, -0.06], [-0.29, -0.11, 0.15], [-0.07, 0.00, 0.07], [0.20, 0.09, -0.10], [0.01, 0.16, 0.14], [0.70, 0.17, -0.46], [-0.41, 0.71, 0.63], [-0.29, -0.60, -0.31], [0.17, -0.34, 0.00], [0.12, -0.23, 0.12], [-0.39, 0.12, -0.39], [0.45, -0.22, 0.27], [-0.40, 0.41, 0.04], [0.10, -0.21, -0.36], [0.02, -0.14, -0.40], [0.03, 0.06, 0.27], [0.03, -0.03, 0.00], [0.08, 0.03, 0.02], [-0.01, -0.07, 0.05], [0.10, -0.13, -0.01], [-0.20, 0.13, -0.28], [0.18, -0.16, 0.13], [-0.34, 0.15, 0.24], [0.18, 0.52, 0.15], [-0.04, -0.16, -0.39], [-0.11, 0.09, 0.04], [-0.15, -0.31, 0.10], [0.16, 0.26, 0.21], [-0.17, -0.12, 0.04], [0.14, -0.18, -0.28], [0.01, -0.03, 0.02], [-0.03, 0.02, -0.02], [0.02, 0.08, 0.06], [-0.05, -0.11, -0.06], [-0.11, -0.09, 0.02], [-0.14, 0.06, 0.17], [0.08, -0.16, -0.08], [0.12, -0.05, 0.22], [0.06, -0.05, 0.01], [-0.03, -0.06, -0.10], [-0.08, 0.05, 0.07], [0.02, -0.01, -0.12], [-0.04, 0.10, 0.06], [0.00, 0.00, 0.02], [-0.02, 0.08, 0.06], [-0.02, 0.21, 0.12], [0.06, 0.02, -0.08], [0.07, -0.04, -0.03], [-0.07, 0.03, -0.03], [0.06, -0.08, 0.00], [-0.07, 0.01, 0.02], [-0.04, 0.01, 0.00], [0.03, -0.04, 0.10], [0.11, 0.04, -0.01], [0.09, 0.03, -0.05]],
  "e_lumo_ev": 0.42,
  "e_tot_ev": -47724.1534,
  "charge": 0,
  "e_homo_ha": -0.2780,
  "spin_multiplicity": 1,
  "smiles": "COc1ccc(NS(=O)(=O)c2cc(NC(=O)C3CC3)ccc2N2CCOCC2)cc1",
  "relative_energy_kj_mol": 417.28
}